Here is a gas-phase ion, C8H8INP (charge +1) at a distorted geometry from OMol25. Energies are from the ωB97M-V functional and the def2-TZVPD basis.

Structure (XYZ):
```
19
C8H8INP, DFT the ωB97M-V functional and the def2-TZVPD basis
C 1.21238 2.55834 -1.21860
N 0.20436 2.16577 -0.27131
C -0.40604 1.16399 0.30877
C -0.25803 -0.29003 0.30448
C 1.00733 -0.83276 0.43649
C 1.08696 -2.21333 0.51113
C -0.00765 -3.03143 0.58405
C -1.29017 -2.45993 0.40357
C -1.38815 -1.07495 0.35146
I -3.22248 -0.15621 -0.23112
P -1.10829 2.94290 0.86294
H 1.58137 1.80919 -1.93873
H 0.74599 3.31635 -1.80690
H 2.08653 2.92197 -0.56689
H 2.01351 -0.23506 0.53171
H 2.03689 -2.68029 0.58392
H 0.04533 -4.08419 0.62866
H -2.18843 -3.00530 0.56294
H -2.15140 3.18494 -0.03657
```

As for the SMILES: C[N+]1=C(c2ccccc2I)P1. The calculation puts the molar mass at 276.0 u. As for the gap between HOMO and LUMO: 0.298 Ha. The calculation puts the maximum force at 4.081 eV Å⁻¹. The value obtained for the energy above the lowest of the compared OMol25 structures with the same formula, charge and spin is 0.0 kJ/mol. The HOMO energy comes out at -0.4655 hartree. The lowest unoccupied orbital energy is -4.559 eV. Its total charge is +1.